#w
DFT (the ωB97M-V functional and the def2-TZVPD basis) results for an isolated ion of composition C5H10N3O and charge +1.

Calculated values
* HOMO: -0.489 Eh
* frontier orbital gap: 0.33228 hartree
* net charge: +1

The geometry in XYZ format:
```
19
C5H10N3O, DFT the ωB97M-V functional and the def2-TZVPD basis
H -3.090 -1.295 1.021
N -1.138 0.001 -1.519
H -0.662 -0.687 1.557
C 1.561 1.267 -0.018
N 1.199 -1.055 0.016
H -0.106 2.039 0.829
H 2.286 2.022 -0.118
H -0.115 2.345 -0.872
C 0.085 1.530 -0.106
H -2.010 0.370 1.487
H 3.093 0.004 0.039
C 2.019 0.001 0.045
N 1.498 -2.222 0.288
C -1.453 -0.357 0.903
O -2.287 -1.436 0.478
H -0.908 0.479 -2.305
C -0.792 0.324 -0.286
H -1.643 -0.896 -1.773
H 2.462 -2.433 0.335
```

These are the natural (NBO) partial charges, in e, on atoms 1 to 2: atom 1 (H): 0.50, atom 2 (N): -0.65

***

#x
DFT (the ωB97M-V functional and the def2-TZVPD basis) results for C5H10N3O as an isolated structure.

Calculated values
* HOMO: -0.537 Eh
* frontier orbital gap: 0.42019 hartree
* net charge: +1

The geometry in XYZ format:
```
19
C5H10N3O, DFT the ωB97M-V functional and the def2-TZVPD basis
H 0.350 -0.859 1.445
C 0.653 -2.342 -0.726
C -1.848 -0.545 1.337
H 0.373 -2.315 -1.820
H 1.334 3.553 -0.434
N 0.995 2.606 -0.560
N 0.865 0.450 -0.995
H -0.528 2.710 0.888
H 0.492 -3.338 -0.306
C 1.487 1.561 -1.285
C -0.020 2.057 0.110
H -2.404 -1.410 1.850
H 2.190 1.595 -2.170
O -0.535 -1.726 -0.113
H -2.102 0.227 2.105
H -2.365 -0.324 0.371
C -0.497 -0.888 0.844
N -0.068 0.761 -0.134
H 1.628 -1.771 -0.407
```

These are the natural (NBO) partial charges, in e, on atoms 1 to 2: atom 1 (H): 0.19, atom 2 (C): -0.26

***

#y
DFT (the ωB97M-V functional and the def2-TZVPD basis) results for an isolated ion of composition C5H10N3O and charge +1.

Calculated values
* HOMO: -0.535 Eh
* frontier orbital gap: 0.39677 hartree
* net charge: +1

The geometry in XYZ format:
```
19
C5H10N3O, DFT the ωB97M-V functional and the def2-TZVPD basis
C -1.605 0.929 0.884
H -1.136 -0.795 -2.809
H -2.600 0.743 0.329
N -0.537 0.298 0.166
H 1.514 -1.216 -1.887
O 2.799 -0.409 0.072
C 3.292 -0.203 1.411
N 1.467 -0.236 -0.126
H -1.545 0.453 1.861
H 3.278 0.902 1.543
C -0.488 -0.259 -1.034
H 4.338 -0.631 1.410
N 0.617 0.373 0.777
H -2.089 0.590 -2.192
H -1.264 2.002 1.087
H 2.674 -0.575 2.209
C 0.847 -0.647 -1.213
C -1.653 -0.425 -1.897
H -2.569 -1.094 -1.588
```

These are the natural (NBO) partial charges, in e, on atoms 1 to 2: atom 1 (C): -0.44, atom 2 (H): 0.26

***

#z
DFT (the ωB97M-V functional and the def2-TZVPD basis) results for an isolated ion of composition C5H10N3O and charge +1.

Calculated values
* HOMO (alpha / beta): -0.527 / -0.511 Eh
* frontier orbital gap (alpha / beta): 0.29294 / 0.21340 hartree
* net charge: +1

The geometry in XYZ format:
```
19
C5H10N3O, DFT the ωB97M-V functional and the def2-TZVPD basis
H -0.046 -0.224 1.676
O -2.917 0.605 0.820
H 1.652 0.822 -0.391
H 1.574 -1.553 -0.175
C 0.847 -0.309 1.147
N 1.026 1.034 0.393
H -0.430 -2.020 -1.247
H -1.903 1.691 -1.185
H -1.036 -2.789 0.572
C -1.235 0.946 -0.856
N -1.786 -1.220 -0.021
N 0.673 -1.399 0.281
H -0.801 0.223 -1.586
C -2.125 0.029 0.163
H 0.063 2.558 -0.678
H -0.794 1.962 0.957
C -0.233 1.720 0.041
H 1.609 -0.377 1.848
C -0.587 -1.901 -0.192
```

These are the natural (NBO) partial charges, in e, on atoms 1 to 2: atom 1 (H): 0.21, atom 2 (O): -0.47

***

Most stable pick: #x. Distance to second place: 0.0261 hartree.

***

#w
DFT (the ωB97M-V functional and the def2-TZVPD basis) results for a 2-piece molecular cluster, C4H9N overall.

Calculated values
* HOMO: -0.338 Eh
* frontier orbital gap: 0.37826 hartree

The geometry in XYZ format:
```
14
C4H9N, DFT the ωB97M-V functional and the def2-TZVPD basis
N -1.987 0.445 1.259
H 3.840 -0.611 -0.097
H -1.569 -1.264 -1.773
H 3.561 1.219 -0.916
H -3.071 -1.144 0.044
H 1.265 -0.531 0.062
C 3.244 0.296 -0.339
H -0.456 0.197 -1.167
C -2.117 -0.591 0.129
H 1.407 1.226 0.250
C 1.934 0.288 0.125
C -1.339 -0.485 -1.005
H -1.980 -0.190 2.073
H -2.732 1.144 1.353
```

These are the natural (NBO) partial charges, in e, on atoms 1 to 2: atom 1 (N): -0.88, atom 2 (H): 0.21

***

#x
DFT (the ωB97M-V functional and the def2-TZVPD basis) results for one molecule with the formula C4H9N.

Calculated values
* HOMO: -0.286 Eh
* frontier orbital gap: 0.32420 hartree

The geometry in XYZ format:
```
14
C4H9N, DFT the ωB97M-V functional and the def2-TZVPD basis
C -0.641 0.040 -0.067
H 0.866 -0.822 -1.413
C 1.695 0.432 0.554
H -2.283 0.845 1.050
C -1.940 0.243 0.261
H 2.118 0.931 1.526
H -2.915 -0.220 -0.204
H 0.200 1.446 1.298
H 1.788 -0.665 0.689
N 0.347 0.902 0.500
H -0.310 -2.012 -0.790
C -0.250 -0.926 -1.193
H -1.048 -1.014 -1.990
H 2.372 0.821 -0.222
```

These are the natural (NBO) partial charges, in e, on atoms 1 to 2: atom 1 (C): 0.18, atom 2 (H): 0.23

***

Most stable pick: #x. Distance to second place: 0.0572 hartree.

***

#w
DFT (the ωB97M-V functional and the def2-TZVPD basis) results for C4H9N as an isolated structure.

Calculated values
* HOMO: -0.301 Eh
* frontier orbital gap: 0.34205 hartree

The geometry in XYZ format:
```
14
C4H9N, DFT the ωB97M-V functional and the def2-TZVPD basis
H -0.404 -1.730 -1.021
H 1.652 0.323 -0.503
H 1.174 1.814 1.372
C -0.144 -1.468 1.094
H -1.112 0.815 -1.171
H -0.791 -2.295 1.363
H -0.549 2.076 0.696
C 0.645 0.684 -0.309
H 0.836 -1.935 1.111
C -0.507 -0.915 -0.291
H -1.590 -0.747 -0.267
C 0.379 1.526 0.698
N -0.180 0.412 -1.364
H -0.124 -0.605 1.758
```

These are the natural (NBO) partial charges, in e, on atoms 1 to 2: atom 1 (H): 0.21, atom 2 (H): 0.20

***

#x
DFT (the ωB97M-V functional and the def2-TZVPD basis) results for one molecule with the formula C4H9N.

Calculated values
* HOMO: -0.334 Eh
* frontier orbital gap: 0.37590 hartree

The geometry in XYZ format:
```
14
C4H9N, DFT the ωB97M-V functional and the def2-TZVPD basis
H -2.111 -0.265 -0.782
H -0.072 -1.067 -1.632
H 1.005 -0.609 1.250
H -0.246 2.291 0.833
C -0.282 0.835 -0.432
C -1.345 -0.155 -0.061
H -1.621 -0.291 1.005
N 0.458 1.567 0.531
H -0.492 1.324 -1.409
H 1.907 -1.449 -0.079
C 0.936 -1.332 0.374
C 0.012 -0.629 -0.624
H 0.520 -2.241 0.877
H 1.331 2.021 0.149
```

These are the natural (NBO) partial charges, in e, on atoms 1 to 2: atom 1 (H): 0.21, atom 2 (H): 0.21

***

#y
DFT (the ωB97M-V functional and the def2-TZVPD basis) results for a 2-piece molecular cluster, C4H9N overall.

Calculated values
* HOMO (alpha / beta): -0.291 / -0.291 Eh
* frontier orbital gap (alpha / beta): 0.31099 / 0.31062 hartree

The geometry in XYZ format:
```
14
C4H9N, DFT the ωB97M-V functional and the def2-TZVPD basis
C 0.565 0.088 0.423
H 0.848 -1.030 -1.507
C 0.729 -1.171 -0.399
C 1.350 1.248 -0.085
H 0.310 -0.131 1.530
N -1.468 0.601 -0.354
H -0.171 -1.700 -0.226
C -2.362 -0.006 0.237
H -2.362 -0.666 1.115
H 0.645 1.968 -0.389
H 1.498 -1.930 0.098
H 1.961 1.884 0.572
H 1.896 1.052 -0.929
H -3.438 -0.205 -0.085
```

These are the natural (NBO) partial charges, in e, on atoms 1 to 2: atom 1 (C): 0.07, atom 2 (H): 0.23

***

#z
DFT (the ωB97M-V functional and the def2-TZVPD basis) results for C4H9N as an isolated structure.

Calculated values
* HOMO: -0.327 Eh
* frontier orbital gap: 0.36770 hartree

The geometry in XYZ format:
```
14
C4H9N, DFT the ωB97M-V functional and the def2-TZVPD basis
C -1.533 -0.484 0.439
H -1.396 -0.103 1.465
H 0.804 0.728 1.294
H 2.318 1.240 -0.408
H 3.179 0.017 0.878
N -2.464 0.465 -0.204
H -2.511 0.261 -1.224
H 2.610 -0.605 -1.125
C 2.329 0.099 -0.176
C 0.890 0.039 0.362
H -0.015 -1.085 -1.190
H -2.089 -1.430 0.365
C -0.178 -0.540 -0.252
H -1.942 1.399 -0.224
```

These are the natural (NBO) partial charges, in e, on atoms 1 to 2: atom 1 (C): -0.25, atom 2 (H): 0.20

***

Most stable pick: #x. Distance to second place: 0.0369 hartree.

***

#w
DFT (the ωB97M-V functional and the def2-TZVPD basis) results for one molecule with the formula C4H9N.

Calculated values
* HOMO: -0.305 Eh
* frontier orbital gap: 0.34568 hartree

The geometry in XYZ format:
```
14
C4H9N, DFT the ωB97M-V functional and the def2-TZVPD basis
H 1.785 1.158 -1.848
H 0.683 2.047 -0.787
H -2.366 -0.856 1.287
C 0.746 1.190 -1.480
H 1.166 -1.056 1.034
H -1.318 -1.903 0.267
H -0.870 -1.549 1.963
N -0.615 0.066 0.662
C 0.635 -0.198 -0.907
H -0.975 0.339 -0.253
H 1.412 0.727 0.990
C 0.863 -0.121 0.551
H 0.112 1.372 -2.354
C -1.336 -1.149 1.061
```

These are the natural (NBO) partial charges, in e, on atoms 1 to 2: atom 1 (H): 0.26, atom 2 (H): 0.20

***

#x
DFT (the ωB97M-V functional and the def2-TZVPD basis) results for one molecule with the formula C4H9N.

Calculated values
* HOMO: -0.328 Eh
* frontier orbital gap: 0.37243 hartree

The geometry in XYZ format:
```
14
C4H9N, DFT the ωB97M-V functional and the def2-TZVPD basis
H 2.281 0.384 1.067
C 1.424 -0.262 0.830
N -1.098 0.229 0.123
H -2.198 -0.882 -1.205
H 1.371 -1.019 1.616
H -0.431 -0.950 -1.479
C 0.164 0.575 0.770
H 0.197 0.683 -1.431
H -0.606 2.203 -0.662
H -0.052 1.062 1.727
H -1.265 -1.852 -0.040
H 1.650 -0.748 -0.122
C -0.245 1.184 -0.533
C -1.237 -0.960 -0.682
```

These are the natural (NBO) partial charges, in e, on atoms 1 to 2: atom 1 (H): 0.22, atom 2 (C): -0.63

***

#y
DFT (the ωB97M-V functional and the def2-TZVPD basis) results for a 2-piece molecular cluster, C4H9N overall.

Calculated values
* HOMO: -0.334 Eh
* frontier orbital gap: 0.37662 hartree

The geometry in XYZ format:
```
14
C4H9N, DFT the ωB97M-V functional and the def2-TZVPD basis
H -0.831 -1.577 -1.615
C 1.037 0.154 -0.479
H 0.879 -0.775 0.036
C -1.790 -1.352 -1.172
C -1.840 -1.256 0.154
H 0.876 2.514 1.474
H 1.842 1.327 2.188
H -1.014 -1.696 0.688
H -2.617 -1.118 -1.830
N 1.114 1.533 1.515
H 1.148 0.117 -1.559
H 2.386 1.790 -0.174
C 1.550 1.196 0.169
H -2.740 -0.856 0.603
```

These are the natural (NBO) partial charges, in e, on atoms 1 to 2: atom 1 (H): 0.18, atom 2 (C): -0.41

***

Most stable pick: #x. Distance to second place: 0.0446 hartree.